Record 1
{
  "formula": "C9H24O3",
  "method": "wB97M-V/def2-TZVPD",
  "symbols": ["C", "C", "C", "O", "H", "H", "H", "H", "H", "H", "H", "H", "C", "C", "C", "O", "H", "H", "H", "H", "H", "H", "H", "H", "C", "C", "C", "O", "H", "H", "H", "H", "H", "H", "H", "H"],
  "coordinates": [[-3.558164, -5.536280, 2.876558], [-3.978454, -5.203340, 4.305088], [-3.241384, -6.016610, 5.331458], [-3.462284, -3.951280, 4.386738], [-3.797274, -6.558330, 2.582728], [-2.496494, -5.451290, 2.644738], [-4.073874, -4.961020, 2.107668], [-5.051174, -5.100850, 4.469108], [-2.162794, -5.918880, 5.208128], [-3.515784, -7.062600, 5.194688], [-3.360244, -5.804420, 6.393958], [-3.875534, -3.497550, 5.124938], [-0.027594, -0.084580, -0.218192], [-0.533634, 1.094880, 0.615738], [-2.013724, 1.555350, 0.315888], [-0.329134, 0.672780, 1.972708], [1.016926, -0.232840, 0.055858], [0.034216, 0.038260, -1.299482], [-0.643144, -0.980980, -0.142902], [0.124076, 1.948570, 0.452228], [-2.037454, 2.137740, -0.605172], [-2.582384, 1.973000, 1.146728], [-2.591254, 0.691230, -0.012522], [-1.088044, 0.138170, 2.217328], [3.987976, 3.457260, -5.185982], [4.393326, 4.966460, -4.945632], [4.502476, 5.279570, -3.477212], [5.690356, 5.004680, -5.356722], [4.749716, 2.696160, -5.016922], [3.662126, 3.401160, -6.224622], [3.128196, 3.239740, -4.552302], [3.713836, 5.663900, -5.435492], [3.522046, 5.605770, -3.130162], [4.878916, 6.292320, -3.333192], [5.092826, 4.601370, -2.861072], [5.922826, 5.902490, -5.604682]],
  "forces_ev_per_a": [[-0.9, -1.8, -1.1], [1.0, -0.5, -0.7], [0.1, -1.8, 0.3], [0.7, 4.1, 0.7], [-0.1, -0.3, 0.3], [0.1, 0.3, 0.7], [-0.1, 0.5, 0.4], [-0.3, -0.9, -0.2], [0.0, 0.0, -0.5], [0.2, -0.3, 0.2], [-0.7, 0.5, -0.1], [0.2, 0.3, 0.1], [0.2, 0.4, -1.0], [-0.8, -0.3, -0.1], [0.8, -1.4, -0.6], [-0.3, 0.7, 0.0], [-0.2, -0.5, 0.3], [-0.3, 0.7, -0.2], [0.1, -0.1, 0.7], [0.1, 0.0, 0.2], [0.1, 0.6, 0.4], [0.5, 0.4, 0.0], [-0.1, -0.5, 0.3], [-0.1, -0.2, 0.1], [-1.2, 1.5, -0.2], [-0.2, -2.8, 2.0], [-1.6, 2.0, 0.6], [2.5, 0.6, -2.5], [0.3, 0.6, 0.2], [0.0, -0.3, -0.1], [-0.1, -0.2, 0.0], [0.0, -0.1, -0.3], [-0.6, -1.3, 0.8], [1.1, 0.1, -0.4], [-0.5, -0.1, -0.2], [0.2, 0.1, 0.0]],
  "orbital_gap_ev": 10.63,
  "relative_energy_ev": 2.1299,
  "multiplicity": 1,
  "smiles": "CC(C)O.CC(C)O.CC(C)O"
}

Record 2
{
  "formula": "C6H9N",
  "method": "wB97M-V/def2-TZVPD",
  "symbols": ["C", "C", "C", "C", "C", "C", "N", "H", "H", "H", "H", "H", "H", "H", "H", "H"],
  "coordinates": [[0.815256, -0.769605, 2.312184], [0.673269, 0.876646, -0.179267], [-0.312138, -0.754163, 1.765049], [-0.402248, -0.165995, 0.276077], [0.230658, 1.719244, -1.383288], [-0.679028, -1.269810, -0.726891], [-0.770505, 1.651890, -2.037412], [1.773608, -0.549865, 1.814532], [1.222292, 1.566366, 0.575749], [1.419978, 0.301757, -0.745653], [-1.286341, -0.957674, 2.308463], [-1.347060, 0.487950, 0.437782], [1.026811, 2.549909, -1.511550], [0.227022, -1.649433, -1.188990], [-1.445786, -0.860341, -1.421911], [-1.145787, -2.176874, -0.294875]],
  "forces_ev_per_a": [[3.8, -0.2, 0.8], [0.6, -0.8, -0.2], [-3.5, 0.9, -1.8], [-2.1, 1.6, 2.5], [3.0, 1.7, 2.6], [-1.3, -0.1, -0.2], [-2.2, -0.2, -1.6], [-0.2, -0.2, 0.8], [-1.3, -1.4, -1.0], [0.6, -0.1, 0.7], [1.2, 0.1, -1.0], [1.2, -1.1, -0.7], [-1.0, -0.8, -0.4], [0.1, 0.3, -0.4], [1.0, -0.5, -0.2], [0.2, 0.6, 0.2]],
  "orbital_gap_ev": [8.28, 9.09],
  "relative_energy_ev": 6.0889,
  "multiplicity": 1
}

Record 3
{
  "formula": "C38H37BrF5MoN7O7S5Te",
  "method": "wB97M-V/def2-TZVPD",
  "symbols": ["Mo", "Br", "C", "C", "C", "C", "C", "C", "N", "N", "C", "C", "C", "C", "O", "C", "N", "C", "C", "C", "C", "H", "H", "H", "H", "H", "H", "H", "H", "H", "C", "C", "S", "C", "C", "S", "C", "C", "S", "H", "H", "H", "H", "H", "H", "H", "H", "H", "H", "H", "H", "N", "C", "C", "C", "C", "C", "C", "S", "O", "O", "N", "C", "N", "C", "C", "C", "N", "H", "H", "H", "H", "H", "H", "H", "H", "H", "C", "C", "C", "C", "C", "C", "C", "S", "O", "O", "O", "H", "H", "H", "H", "H", "H", "H", "F", "Te", "F", "F", "F", "F", "O"],
  "coordinates": [[-1.231300, -0.139500, 0.284300], [-3.026500, 9.198300, -9.018400], [-2.798800, 7.862700, -7.681300], [-3.650100, 6.763700, -7.667700], [-3.483100, 5.791600, -6.710600], [-2.456300, 5.903600, -5.750900], [-1.617000, 7.030900, -5.778100], [-1.785800, 8.001000, -6.739700], [-2.227000, 4.966300, -4.808700], [-3.003800, 3.980800, -4.622100], [-2.812700, 2.970900, -3.789900], [-3.888600, 2.074700, -3.594100], [-3.869600, 1.103000, -2.619400], [-2.749100, 0.977500, -1.796200], [-2.575000, 0.201200, -0.754600], [-1.592400, 1.746600, -2.067800], [-0.518600, 1.429900, -1.308000], [0.637600, 2.011000, -1.599400], [0.746200, 3.002300, -2.565000], [-0.372500, 3.406800, -3.278600], [-1.578800, 2.743500, -3.069200], [-4.440600, 6.677300, -8.398100], [-4.123400, 4.923900, -6.674100], [-0.839900, 7.124000, -5.034000], [-1.147100, 8.872500, -6.759600], [-4.761300, 2.196000, -4.217700], [-4.701800, 0.435000, -2.474900], [1.502000, 1.664000, -1.051700], [1.709000, 3.441200, -2.769600], [-0.305200, 4.198400, -4.010900], [5.213600, -1.598000, 2.006700], [3.915100, -2.379800, 2.071400], [2.516900, -1.510600, 1.258600], [2.047800, -2.718200, -0.007700], [2.940800, -2.646700, -1.229500], [2.852900, -1.002800, -2.028500], [4.610500, -0.488800, -1.874600], [5.067700, -0.144700, -0.461800], [5.948400, -1.548100, 0.337700], [5.970700, -2.086300, 2.619900], [5.079800, -0.575500, 2.350100], [3.613700, -2.497400, 3.111500], [4.032800, -3.359600, 1.617300], [1.023700, -2.455600, -0.272300], [2.058700, -3.709700, 0.443400], [2.622500, -3.388200, -1.965100], [3.980400, -2.816300, -0.956800], [4.680800, 0.387000, -2.517800], [5.231600, -1.277800, -2.296900], [4.221800, 0.105000, 0.176100], [5.772700, 0.688900, -0.489800], [-4.194300, 7.288700, -1.054700], [-3.902900, 6.113800, -0.413900], [-3.248000, 6.115500, 0.824100], [-2.926400, 4.930900, 1.453300], [-3.259900, 3.730100, 0.854000], [-3.914000, 3.708900, -0.366500], [-4.223000, 4.888300, -1.008800], [-3.039900, 2.181500, 1.703800], [-3.032100, 2.398700, 3.109300], [-3.997700, 1.281300, 1.143800], [-1.513300, 1.592600, 1.196000], [-0.414100, 2.156100, 1.723400], [-0.455700, 3.194300, 2.551500], [0.667100, 3.507700, 3.170700], [1.859100, 2.830100, 2.950400], [1.837000, 1.900700, 1.922800], [0.722300, 1.584700, 1.286500], [-4.200600, 8.125000, -0.495600], [-4.884400, 7.252800, -1.788200], [-3.022500, 7.062700, 1.288800], [-2.443500, 4.902500, 2.415300], [-4.209000, 2.758100, -0.773300], [-4.738300, 4.872400, -1.958300], [0.609000, 4.350000, 3.848900], [2.754700, 3.054100, 3.504800], [2.737800, 1.411500, 1.575900], [1.022400, -6.994100, -4.019000], [0.620000, -5.627000, -3.567200], [-0.155300, -5.459600, -2.423800], [-0.588300, -4.202400, -2.040500], [-0.206200, -3.106000, -2.790300], [0.599600, -3.241200, -3.904700], [1.010800, -4.503700, -4.291400], [-0.936100, -1.525300, -2.444600], [-0.486300, -0.553500, -3.405900], [-2.349000, -1.733600, -2.353100], [-0.375100, -1.105700, -1.049300], [0.381900, -7.749800, -3.574900], [2.048700, -7.204000, -3.723100], [0.966300, -7.073900, -5.101700], [-0.445100, -6.322600, -1.844000], [-1.224200, -4.064400, -1.182800], [0.865000, -2.352100, -4.452800], [1.615600, -4.621200, -5.177800], [0.604000, -3.471100, 2.348800], [-0.771100, -1.986600, 2.679900], [-2.516600, -0.838500, 1.407900], [0.800200, -1.620800, 3.867400], [-1.284200, -2.872800, 0.778500], [-1.141600, -0.134400, 3.489000], [-0.073000, -0.822700, 1.391700]],
  "forces_ev_per_a": [[0.7, 3.1, 0.6], [0.0, -0.2, 0.2], [0.0, 0.1, 0.0], [0.0, 0.2, -0.2], [0.4, 0.0, 0.5], [-1.4, 1.2, -1.9], [-0.3, -0.7, 0.2], [-0.2, 0.3, -0.4], [1.4, -2.9, 3.3], [-1.7, 3.3, -3.8], [1.1, -1.9, 2.2], [1.0, 1.3, -0.6], [0.8, -1.0, 1.3], [-0.5, 1.2, -1.1], [-6.2, 0.5, -4.3], [0.2, 0.7, -0.4], [0.3, 0.5, -0.3], [-0.4, -0.6, 0.5], [-0.6, 0.4, -0.6], [1.2, 0.0, 0.2], [-0.9, -0.5, 0.4], [0.0, 0.0, -0.1], [-0.1, -0.1, 0.0], [0.0, 0.0, 0.1], [0.0, 0.0, 0.0], [-0.1, 0.1, 0.0], [-0.1, -0.1, 0.1], [-0.1, 0.0, 0.1], [0.1, 0.1, 0.0], [0.0, -0.1, 0.1], [0.1, 0.3, -0.7], [-0.4, 0.1, -0.2], [0.5, -0.9, 0.2], [-0.3, -0.1, -0.1], [0.2, 0.4, -0.1], [0.6, 0.1, 0.2], [-0.6, -0.2, 0.0], [0.4, -0.2, 0.2], [0.0, 0.1, 0.1], [-0.1, 0.0, 0.1], [0.1, 0.1, 0.2], [-0.3, 0.0, 0.1], [-0.1, -0.1, 0.0], [0.0, -0.1, 0.2], [-0.1, 0.1, 0.2], [-0.1, -0.1, 0.2], [0.0, -0.2, -0.1], [0.1, 0.0, 0.0], [0.1, 0.1, -0.1], [0.0, 0.3, -0.1], [-0.2, 0.0, 0.1], [-0.1, 0.4, -0.2], [0.2, -0.5, 0.2], [-0.1, 0.0, -0.1], [0.0, 0.0, 0.1], [0.2, -0.5, 0.3], [0.0, 0.0, 0.0], [0.0, 0.1, 0.1], [-0.3, 0.2, -0.1], [0.1, 0.2, 0.1], [-0.1, 0.1, -0.2], [-1.9, 1.3, 0.7], [1.6, 0.4, 0.1], [-0.3, 0.1, 0.1], [0.1, -0.1, -0.1], [0.1, 0.0, -0.1], [-0.4, 0.4, 0.2], [0.5, 0.2, 0.2], [-0.1, 0.0, -0.1], [0.1, 0.1, 0.1], [0.1, 0.1, 0.1], [0.1, 0.1, 0.1], [-0.1, 0.0, -0.1], [-0.1, 0.0, -0.1], [0.1, 0.0, 0.1], [0.1, 0.1, 0.0], [0.2, 0.0, 0.0], [0.1, 0.0, 0.0], [0.0, 0.1, 0.0], [0.0, 0.2, -0.1], [-0.1, -0.1, 0.2], [0.0, 0.5, 0.2], [0.1, 0.2, 0.0], [-0.1, 0.0, 0.1], [-0.3, 0.0, -1.0], [0.4, -0.4, 0.0], [0.2, -0.5, 0.0], [1.5, -2.5, -2.9], [0.0, -0.1, 0.0], [0.1, -0.1, 0.0], [0.0, -0.1, -0.1], [-0.1, -0.1, 0.1], [-0.1, 0.0, 0.3], [0.1, 0.1, -0.2], [0.1, 0.0, -0.1], [-0.2, 0.7, -0.2], [0.8, -1.0, 2.3], [-1.1, -0.7, 1.0], [-0.5, -0.1, -0.7], [0.0, 0.1, 0.6], [-0.1, -1.1, -0.2], [4.9, -2.3, 3.2]],
  "orbital_gap_ev": [5.93, 3.96],
  "s_squared": 2.0071,
  "relative_energy_ev": 5.8460,
  "multiplicity": 3
}

Record 4
{
  "formula": "C9H14",
  "method": "wB97M-V/def2-TZVPD",
  "symbols": ["C", "C", "C", "C", "C", "C", "C", "H", "H", "H", "H", "H", "H", "H", "H", "C", "C", "H", "H", "H", "H", "H", "H"],
  "coordinates": [[2.533229, 0.477061, 1.125188], [-0.921712, -1.108920, 1.515139], [-1.725383, 0.012202, 1.515767], [0.499381, -0.997342, 1.307235], [1.030143, 0.312070, 1.262063], [-1.188078, 1.305227, 1.494321], [0.258342, 1.440698, 1.381370], [-1.397838, -2.088276, 1.580981], [-2.808628, -0.073630, 1.533313], [1.167789, -1.848886, 1.203832], [-1.818363, 2.181945, 1.577542], [2.860920, 0.643070, 0.098612], [3.055183, -0.415307, 1.483824], [0.708633, 2.427985, 1.345916], [2.873683, 1.272078, 1.786256], [-0.085550, -0.557221, -3.021881], [-1.208395, -0.317604, -2.020616], [-0.372027, -0.375274, -4.058288], [0.762139, 0.105695, -2.850417], [0.287848, -1.576596, -2.952162], [-0.927438, -0.689755, -1.036180], [-2.106795, -0.869058, -2.311966], [-1.477085, 0.739844, -1.959855]],
  "forces_ev_per_a": [[-0.1, -0.4, 0.4], [-0.5, -0.7, -0.3], [0.2, 0.5, 0.3], [0.1, 0.6, 0.1], [0.7, -0.3, 0.0], [0.3, 0.1, -0.2], [-0.7, -0.1, 0.1], [0.1, 0.1, -0.1], [0.0, -0.2, 0.2], [-0.2, 0.0, 0.1], [-0.1, 0.0, -0.1], [0.0, 0.2, -0.1], [-0.1, -0.1, -0.1], [0.1, 0.0, 0.0], [0.1, 0.4, -0.2], [0.2, 0.2, -0.1], [-0.1, -0.2, -0.2], [-0.2, -0.1, -0.1], [0.1, 0.0, 0.3], [0.0, -0.1, 0.0], [0.0, 0.3, 0.1], [0.0, 0.0, -0.1], [0.1, -0.1, 0.2]],
  "orbital_gap_ev": [3.12, 7.23],
  "s_squared": 0.7614,
  "total_charge": -1,
  "relative_energy_ev": 0.0501,
  "multiplicity": 2
}